# C7H13NO

C7H13NO in the gas phase at a distorted geometry (ωB97M-V with the def2-TZVPD basis set, the OMol25 dataset).

Geometry as XYZ:
```
22
Properties=species:S:1:pos:R:3:forces:R:3
H -0.9495 2.1997 -1.4259 -0.042 -0.216 0.144
H 3.3032 -2.1307 0.2446 -0.283 0.041 -0.122
N 0.2724 -0.6295 0.0744 3.132 -0.483 -0.881
H -2.3886 1.0510 1.0203 0.186 -0.012 -0.057
C -0.3025 1.3157 -1.3795 0.130 0.214 -0.402
H 1.2179 1.8821 0.8587 -0.171 -0.126 -0.107
H -3.7179 -0.7236 0.0914 0.200 0.043 -0.061
C -2.6736 -0.6178 -0.1923 0.720 0.557 0.298
H -2.2774 -1.3298 -0.9107 -0.031 0.013 0.032
H -0.2476 -1.4376 0.3871 0.176 0.314 0.120
H 0.1788 1.1149 2.0623 -0.100 -0.004 -0.172
C 0.1837 1.5950 1.0771 0.034 0.148 0.182
O 2.3923 0.0117 -0.7613 -0.921 -0.287 0.726
H 1.8023 -2.9252 -0.3087 0.041 -0.035 0.110
H 1.9206 -2.2720 1.3497 -0.028 -0.113 -0.163
C -0.3777 0.6550 0.0010 -2.152 0.019 0.506
H -0.6149 0.6267 -2.1719 -0.007 0.047 0.206
H 0.7083 1.6628 -1.6158 -0.085 -0.235 0.179
C 2.2111 -2.1197 0.3059 0.173 -0.107 0.204
C 1.6824 -0.7975 -0.1841 -1.588 0.297 -0.151
H -0.4098 2.5134 1.1490 0.052 -0.125 -0.099
C -1.9136 0.3554 0.3289 0.565 0.050 -0.491
```
Forces are in eV/Å.

## Properties
**Relative energy (zero: lowest compared OMol25 entry of this formula, charge and spin)**: 13.44 kcal/mol
**Largest force on an atom**: 3.29 eV Å⁻¹
**Kohn-Sham gap**: 10.35 eV
**SMILES string**: C=CC(C)(C)NC(C)=O